[1]
The following is a quantum chemistry calculation of a molecular structure, C7H17Br2O2P, from the Open Molecules 2025 dataset.

## Properties
E_tot (Eh): -5916.6798

ORCA input file:
```
! wB97M-V def2-TZVPD RIJCOSX def2/J DEFGRID3
* xyz 0 1
C 3.82 -0.94 2.21
C 3.13 0.41 1.88
Br 1.16 0.30 1.92
C 3.71 1.03 0.53
P 4.81 2.51 0.94
Br 2.34 1.54 -0.80
H 4.22 -0.96 3.22
H 4.69 -1.05 1.54
H 3.18 -1.81 2.04
H 3.39 1.10 2.68
H 4.36 0.32 0.01
H 5.45 2.17 2.18
H 3.84 3.50 1.27
C -4.13 1.05 -1.74
O -4.17 0.18 -0.62
C -4.23 -1.19 -1.00
C -2.88 -1.87 -0.84
O -1.94 -1.37 -1.78
C -1.02 -0.46 -1.20
H -3.92 2.06 -1.37
H -3.34 0.77 -2.44
H -5.10 1.06 -2.25
H -4.59 -1.29 -2.03
H -4.95 -1.67 -0.34
H -3.00 -2.94 -1.04
H -2.52 -1.75 0.18
H -0.33 -1.00 -0.54
H -1.53 0.33 -0.64
H -0.44 -0.01 -2.00
*
```

[2]
The following is a quantum chemistry calculation of 3 unconnected molecules or ions with the total composition C7H17BrN3O6S2, from the Open Molecules 2025 dataset.

## Properties
E_tot (Eh): -4262.9733

ORCA input file:
```
! wB97M-V def2-TZVPD RIJCOSX def2/J DEFGRID3
* xyz -1 1
C -1.17 -0.52 -0.59
S 0.53 -1.12 -1.09
O 0.32 -2.15 -2.26
O 1.27 0.09 -1.74
N 1.43 -1.94 0.17
S 1.72 -0.91 1.55
O 2.65 -1.75 2.52
O 0.45 -0.59 2.40
Br 2.83 0.98 1.12
H -1.24 -0.04 0.48
H -1.45 0.36 -1.35
H -2.03 -1.32 -0.72
C 1.07 3.29 -5.07
O 0.19 3.35 -4.21
N 2.39 2.94 -4.84
C 3.36 2.90 -5.90
C 2.80 2.61 -3.49
H 0.86 3.52 -6.12
H 3.77 1.88 -5.97
H 4.17 3.60 -5.67
H 2.91 3.17 -6.86
H 2.21 1.76 -3.14
H 2.62 3.46 -2.84
H 3.87 2.35 -3.47
C -4.41 -1.77 4.49
O -5.29 -1.71 5.35
N -3.09 -2.12 4.72
C -2.12 -2.16 3.65
C -2.68 -2.45 6.07
H -4.62 -1.54 3.44
H -1.71 -3.18 3.58
H -1.31 -1.46 3.88
H -2.57 -1.89 2.69
H -3.27 -3.30 6.42
H -2.86 -1.60 6.72
H -1.61 -2.71 6.09
*
```

[3]
The following is a quantum chemistry calculation of a molecular structure, C7H17ClInOS, from the Open Molecules 2025 dataset.

## Properties
E_tot (Eh): -1400.4621
Energy relative to the best compared isomer or geometry (same formula, charge and spin) (kcal per mole): 101.3

ORCA input file:
```
! wB97M-V def2-TZVPD RIJCOSX def2/J DEFGRID3
* xyz -1 1
C 4.13 0.54 0.22
C 3.95 1.92 0.48
In 2.54 2.98 -0.98
C 0.56 3.19 0.17
Cl 0.87 4.27 1.64
C 0.27 1.74 0.76
C -0.38 0.77 -0.30
H 5.09 0.11 -0.16
H 3.22 -0.09 0.34
H 4.43 2.45 1.34
H 2.16 1.91 -2.39
H 3.18 4.56 -1.51
H -0.28 3.56 -0.47
H -0.42 1.91 1.63
H 1.22 1.27 1.12
H 0.36 0.04 -0.70
H -1.16 0.17 0.25
H -0.81 1.30 -1.19
C -3.61 -2.61 -0.97
S -2.49 -2.41 0.43
O -1.13 -2.16 -0.13
C -2.55 -4.13 0.96
H -3.70 -1.65 -1.48
H -3.22 -3.35 -1.66
H -4.60 -2.91 -0.61
H -2.22 -4.78 0.15
H -3.56 -4.38 1.26
H -1.88 -4.25 1.81
*
```

[4]
The following is a quantum chemistry calculation of 3 unconnected molecules or ions with the total composition C7H17N, from the Open Molecules 2025 dataset.

## Properties
E_tot (Eh): -331.4920
Energy relative to the best compared isomer or geometry (same formula, charge and spin) (kcal per mole): 70.2

ORCA input file:
```
! wB97M-V def2-TZVPD RIJCOSX def2/J DEFGRID3
* xyz -1 2
C -0.89 1.07 -0.91
C -0.57 1.75 0.42
C -1.95 2.03 1.08
C -1.49 -0.38 -0.63
N -0.89 -1.10 0.48
C 0.25 -1.73 0.22
C 0.91 -1.94 -0.98
C 3.69 -0.25 0.19
H -1.65 1.61 -1.49
H -0.05 0.98 -1.60
H 0.01 0.98 1.03
H -0.05 2.69 0.25
H -2.66 2.30 0.28
H -2.33 1.17 1.64
H -1.89 2.90 1.75
H -2.54 -0.23 -0.38
H -1.48 -1.06 -1.47
H 3.85 -0.47 -0.87
H 0.75 -2.12 1.11
H 1.83 -2.48 -1.00
H 0.91 0.50 1.22
H 0.40 -1.53 -1.85
H 2.67 -0.55 0.36
H 3.86 0.83 0.26
H 4.41 -0.77 0.84
*
```

[5]
The following is a quantum chemistry calculation of a single C7H17N molecule, from the Open Molecules 2025 dataset.

## Properties
E_tot (Eh): -331.5961
Energy relative to the best compared isomer or geometry (same formula, charge and spin) (kcal per mole): 46.9

ORCA input file:
```
! wB97M-V def2-TZVPD RIJCOSX def2/J DEFGRID3
* xyz 0 1
C 0.72 -2.89 1.52
C 1.78 -1.81 1.19
C 1.15 -0.31 1.06
C -0.25 -0.21 0.44
N -0.30 0.80 -0.65
C 0.38 0.45 -1.85
C -1.65 1.27 -0.92
C -1.75 2.83 -0.72
H 0.98 -3.82 1.03
H 0.68 -3.23 2.55
H -0.30 -2.66 1.23
H 2.17 -2.16 0.24
H 2.57 -1.72 1.96
H 1.23 0.19 2.04
H 1.92 0.27 0.52
H -0.59 -1.21 0.09
H -0.90 0.15 1.19
H 1.41 0.23 -1.66
H 0.12 -0.49 -2.29
H 0.22 1.29 -2.60
H -2.07 0.86 -1.92
H -2.47 0.95 -0.31
H -2.75 3.24 -0.60
H -1.25 3.25 0.19
H -1.21 3.35 -1.47
*
```

[6]
The following is a quantum chemistry calculation of a single C7H17N molecule, from the Open Molecules 2025 dataset.

## Properties
E_tot (Eh): -331.6275
Energy relative to the best compared isomer or geometry (same formula, charge and spin) (kcal per mole): 27.2

ORCA input file:
```
! wB97M-V def2-TZVPD RIJCOSX def2/J DEFGRID3
* xyz 0 1
C -3.02 -0.86 1.01
C -2.34 0.44 1.37
C -0.83 0.45 1.12
C -0.46 0.56 -0.34
N 0.80 -0.18 -0.61
C 0.86 -0.89 -1.85
C 1.93 0.69 -0.35
C 3.28 0.02 -0.22
H -2.67 -1.28 0.07
H -3.01 -1.60 1.81
H -4.09 -0.69 0.93
H -2.59 0.78 2.37
H -2.76 1.32 0.86
H -0.39 1.17 1.81
H -0.40 -0.48 1.50
H -1.13 0.06 -1.04
H -0.43 1.60 -0.68
H 0.92 -0.24 -2.73
H 1.67 -1.62 -1.80
H 0.00 -1.55 -1.98
H 2.02 1.47 -1.15
H 1.71 1.29 0.53
H 3.43 -0.79 -0.94
H 4.07 0.73 -0.48
H 3.43 -0.37 0.78
*
```

[7]
The following is a quantum chemistry calculation of 3 unconnected molecules or ions with the total composition C7H17N, from the Open Molecules 2025 dataset.

## Properties
E_tot (Eh): -331.4291
Energy relative to the best compared isomer or geometry (same formula, charge and spin) (kcal per mole): 151.7

ORCA input file:
```
! wB97M-V def2-TZVPD RIJCOSX def2/J DEFGRID3
* xyz 0 1
C 1.52 0.38 1.02
C 1.52 -0.14 -0.40
C 2.51 -1.28 -0.64
C 0.76 -0.61 1.90
N -0.29 -1.29 1.18
C -1.43 -0.65 0.98
C -1.74 0.68 1.19
C -2.49 1.03 -2.28
H 2.53 0.56 1.39
H 1.00 1.35 1.05
H 0.49 -0.59 -0.51
H 1.80 0.68 -1.07
H 2.42 -1.67 -1.67
H 3.53 -0.98 -0.42
H 2.34 -2.15 0.01
H 1.46 -1.38 2.24
H 0.36 -0.03 2.74
H -2.88 0.14 -2.78
H -2.23 -1.27 0.58
H -1.10 1.35 1.76
H -0.19 0.88 -0.87
H -2.76 0.98 0.98
H -1.96 1.67 -2.99
H -1.82 0.74 -1.49
H -3.34 1.61 -1.90
*
```

[8]
The following is a quantum chemistry calculation of 2 unconnected molecules or ions with the total composition C7H17N2O, from the Open Molecules 2025 dataset.

## Properties
E_tot (Eh): -461.3348
Energy relative to the best compared isomer or geometry (same formula, charge and spin) (kcal per mole): 75.9

ORCA input file:
```
! wB97M-V def2-TZVPD RIJCOSX def2/J DEFGRID3
* xyz 1 1
C 1.53 1.23 -0.71
C 1.27 -2.12 0.24
C 0.12 -1.13 -1.93
C 0.07 -0.01 2.48
C -2.44 1.09 -0.57
C 0.25 -0.92 -0.42
C 0.76 0.35 0.17
N 0.85 0.57 1.46
N -1.08 1.64 -0.18
O 1.67 2.40 -0.53
H 1.97 0.72 -1.52
H 0.95 -2.27 1.24
H 0.97 -3.00 -0.26
H 2.37 -2.01 -0.05
H 1.14 -1.28 -2.37
H -0.28 -0.21 -2.44
H -0.47 -2.00 -2.28
H 0.72 -0.46 3.23
H -0.36 0.87 3.03
H -0.57 -0.76 2.12
H -3.22 1.47 0.17
H -2.80 1.46 -1.55
H -2.36 -0.05 -0.65
H -0.69 -1.24 0.04
H 1.70 1.16 1.67
H -0.88 2.19 -1.04
H -1.19 2.31 0.66
*
```